Entry 1:
{"formula": "C24H32O24", "method": "ωB97M-V with the def2-TZVPD basis set", "gap_ev": 9.715, "e_tot_ev": -74547.102, "multiplicity": 1, "homo_ev": -10.32, "smiles": "O=C1OCCO1.O=C1OCCO1.O=C1OCCO1.O=C1OCCO1.O=C1OCCO1.O=C1OCCO1.O=C1OCCO1.O=C1OCCO1", "species": ["O", "C", "O", "C", "C", "O", "H", "H", "H", "H", "O", "C", "O", "C", "C", "O", "H", "H", "H", "H", "O", "C", "O", "C", "C", "O", "H", "H", "H", "H", "O", "C", "O", "C", "C", "O", "H", "H", "H", "H", "O", "C", "O", "C", "C", "O", "H", "H", "H", "H", "O", "C", "O", "C", "C", "O", "H", "H", "H", "H", "O", "C", "O", "C", "C", "O", "H", "H", "H", "H", "O", "C", "O", "C", "C", "O", "H", "H", "H", "H"], "xyz": [[2.22051, 2.28887, -1.71241], [2.26620, 1.97922, -2.85781], [1.79674, 2.72454, -3.87803], [1.77257, 1.90764, -5.06689], [2.78048, 0.82117, -4.75074], [2.79831, 0.82626, -3.31209], [0.75238, 1.52636, -5.14264], [1.98224, 2.49280, -5.95632], [3.79434, 1.00848, -5.10264], [2.45939, -0.15927, -5.09628], [0.68745, -1.39969, -2.46045], [0.80844, -2.39172, -3.10957], [0.39895, -3.60886, -2.69869], [0.75156, -4.59246, -3.67908], [1.05051, -3.74406, -4.91953], [1.32701, -2.45136, -4.35094], [1.62232, -5.14645, -3.32968], [-0.07535, -5.28006, -3.83241], [0.15895, -3.62957, -5.53278], [1.92246, -4.11341, -5.44582], [-2.68040, 5.47603, 0.76774], [-2.08971, 4.72644, 0.07143], [-1.05954, 5.09791, -0.75747], [-0.50059, 3.92403, -1.32257], [-1.65208, 2.93016, -1.19666], [-2.30100, 3.38622, -0.02761], [-0.15077, 3.97869, -2.35243], [0.35931, 3.62783, -0.71744], [-1.28455, 1.91182, -1.09671], [-2.32732, 3.00756, -2.05141], [8.04114, -2.43291, -1.99278], [7.01398, -1.84983, -1.90726], [6.89026, -0.53119, -1.62260], [5.52468, -0.16699, -1.50614], [4.75761, -1.45579, -1.86035], [5.80151, -2.41176, -2.09818], [5.28422, 0.13880, -0.49125], [5.29399, 0.62092, -2.21705], [4.17314, -1.40004, -2.77865], [4.09098, -1.81860, -1.07915], [0.12575, 0.41790, 3.58490], [0.22691, 0.18120, 2.42401], [1.15098, 0.72276, 1.61325], [0.96450, 0.26386, 0.26729], [-0.20058, -0.74576, 0.39889], [-0.59812, -0.65007, 1.75206], [0.61681, 1.13180, -0.28560], [1.84757, -0.16426, -0.18936], [0.14618, -1.74145, 0.13288], [-1.02253, -0.49509, -0.26805], [-5.83264, 2.87203, 1.14334], [-5.02912, 2.37860, 1.86614], [-4.68221, 1.07517, 1.84400], [-3.66597, 0.80151, 2.82209], [-3.50595, 2.15105, 3.55179], [-4.33851, 3.04952, 2.80706], [-4.06730, 0.05747, 3.50256], [-2.76452, 0.48627, 2.30953], [-2.50433, 2.57362, 3.49105], [-3.81998, 2.10950, 4.59230], [-3.79601, -2.86831, 2.01726], [-3.20904, -3.42918, 1.15731], [-1.86369, -3.57526, 1.11429], [-1.47164, -4.28440, -0.06966], [-2.77487, -4.32951, -0.87861], [-3.78083, -4.02415, 0.07880], [-0.68969, -3.68512, -0.51574], [-1.14676, -5.29440, 0.17645], [-2.97258, -5.31125, -1.30388], [-2.79833, -3.59665, -1.68867], [-3.15598, 1.04700, 8.87435], [-2.31686, 1.31536, 8.08272], [-1.06460, 1.73770, 8.41783], [-0.32726, 1.95590, 7.21962], [-1.43646, 2.04792, 6.16718], [-2.44134, 1.22744, 6.73622], [0.29662, 2.84377, 7.18913], [0.27246, 1.06017, 7.03986], [-1.05565, 1.78021, 5.18609], [-1.77472, 3.08941, 6.11071]], "forces_ev_per_a": [[0.0833, 0.0745, 0.1688], [0.0686, -0.0576, -0.2607], [0.1085, -0.0065, -0.2690], [-0.4496, 0.0848, 0.2124], [0.0071, -0.2797, 0.1371], [0.0435, -0.0606, -0.1384], [0.0935, -0.1928, -0.1113], [0.2085, 0.1943, 0.1533], [-0.0387, 0.2087, -0.0732], [-0.0079, -0.0072, 0.0948], [0.1850, 0.0120, -0.0681], [-0.2943, 0.0235, 0.0636], [-0.0229, -0.0825, -0.0988], [0.1860, 0.0012, -0.2049], [-0.2718, -0.0902, 0.6965], [0.1865, 0.0268, 0.0215], [0.0147, 0.0492, 0.0390], [-0.0763, 0.0563, 0.1004], [0.1944, -0.1496, -0.3202], [-0.0626, 0.1864, -0.2949], [-0.0159, -0.1350, 0.0997], [0.4733, 0.2904, -0.2609], [-0.4818, 0.0956, -0.1386], [0.2351, -1.0402, 0.2109], [0.7543, 0.2460, -0.4470], [-0.3836, 0.0381, 0.3201], [-0.1923, 0.7475, 0.0138], [-0.0570, -0.0384, 0.0155], [-0.2602, -0.0890, 0.2092], [-0.1049, -0.0921, 0.0577], [0.1475, 0.0037, -0.0454], [-0.0821, 0.1179, 0.0068], [0.1352, -0.1351, 0.1204], [-0.7564, -0.3698, -0.2082], [0.1495, -0.2547, -0.4944], [-0.2405, -0.0108, 0.2776], [0.2463, 0.2220, 0.0271], [0.0863, 0.1741, 0.1210], [0.0293, 0.2724, 0.0246], [0.2054, 0.0050, 0.1793], [-0.0270, 0.1023, 0.2093], [-0.1034, -0.0114, -0.0861], [0.4251, -0.4045, -0.0610], [-1.4768, 0.3364, 0.0935], [0.7339, 0.0803, -0.7055], [0.0549, -0.0204, 0.1262], [0.4110, -0.0252, -0.2703], [0.2607, 0.1324, 0.2697], [-0.1603, -0.1834, 0.3824], [-0.1656, 0.0226, 0.1538], [-0.0926, -0.0044, -0.0995], [0.0728, 0.0833, -0.0464], [0.1490, -0.0241, 0.0107], [-0.4812, 0.6234, 0.2522], [0.2105, 0.2502, -0.5137], [-0.1670, -0.2219, 0.2799], [0.2923, -0.3236, -0.1323], [0.0201, -0.2388, 0.0959], [0.1042, -0.2285, 0.0708], [-0.1553, 0.0507, -0.0255], [-0.1118, -0.0012, 0.0858], [0.0988, -0.1198, -0.0090], [0.0327, -0.1465, -0.0441], [-0.6128, 0.2766, 0.2393], [0.2162, -0.0506, -0.2831], [0.0510, 0.1509, -0.0233], [0.1510, -0.2896, -0.3013], [0.2288, 0.1166, 0.1956], [-0.0487, -0.0226, 0.0804], [-0.0276, 0.0907, 0.1121], [-0.1083, -0.1355, -0.0803], [0.4206, -0.0566, 0.3368], [-0.2633, 0.4934, 0.0084], [-0.2175, -0.7688, -1.0689], [1.2425, 1.0071, 0.4510], [-0.3677, 0.0298, -0.3289], [-0.0409, 0.0694, 0.6414], [0.1743, 0.1446, 0.0091], [-0.4585, -0.6881, 0.0081], [-0.3073, -0.1335, 0.0295]]}


Entry 2:
{"formula": "C2H3ClO2S", "method": "ωB97M-V with the def2-TZVPD basis set", "gap_ev": 8.685, "e_tot_ev": -29571.829, "multiplicity": 1, "homo_ev": -9.63, "species": ["C", "C", "O", "O", "S", "Cl", "H", "H", "H"], "xyz": [[0.32636, -0.47244, -0.91518], [-0.34552, -0.08546, 0.32526], [1.12609, 2.24149, -0.53789], [-1.67501, 0.17926, 0.50702], [1.31296, 0.90022, 0.03964], [0.30261, -1.62630, 1.90717], [1.11525, -1.23817, -0.98804], [-0.22375, -0.22685, -1.81371], [-1.93899, 0.32827, 1.47572]], "forces_ev_per_a": [[0.4252, 0.5767, 0.6082], [0.3922, -1.6737, 2.3001], [0.0432, -0.3664, 0.3241], [1.6802, -0.1917, 0.6561], [-2.0131, 0.0379, -0.3646], [-0.7017, 1.6904, -1.6234], [-1.1944, -0.1350, 0.2258], [0.2228, 0.1928, -0.2675], [1.1455, -0.1311, -1.8588]]}


Entry 3:
{"formula": "C4H7NO", "method": "ωB97M-V with the def2-TZVPD basis set", "gap_ev": 9.075, "e_tot_ev": -7792.041, "multiplicity": 1, "homo_ev": -8.26, "species": ["C", "C", "C", "C", "N", "O", "H", "H", "H", "H", "H", "H", "H"], "xyz": [[0.45476, -0.44589, -1.51024], [-0.50582, 0.35320, -1.76039], [1.38943, -1.31575, -1.37276], [-0.52777, -0.98822, 1.86456], [-0.37015, 1.48209, 1.69110], [-0.34348, 0.05492, 2.46909], [-0.22713, 1.42740, -1.80997], [-1.48182, -0.02808, -1.95381], [1.70964, -1.66069, -0.34188], [2.11750, -1.59586, -2.12966], [-0.73498, -0.95811, 0.79341], [-0.14331, 2.07950, 2.42732], [-1.33684, 1.59548, 1.63323]], "forces_ev_per_a": [[0.6007, -1.0614, -0.4401], [-0.0403, 2.1272, -0.2321], [2.0431, -0.8763, 2.0839], [-0.0678, -1.4676, 0.1634], [1.2020, -1.8227, -1.4180], [0.2301, 1.3853, 0.4254], [-0.7878, -0.6979, 0.1741], [-0.6358, 0.1178, -0.2252], [-0.6211, 0.4152, -1.1680], [-0.5570, -0.0343, -0.2896], [-0.0296, 0.6509, -0.3965], [0.9049, 1.1633, 1.7592], [-2.2415, 0.1006, -0.4366]]}


Entry 4:
{"formula": "C2H9N5O", "method": "ωB97M-V with the def2-TZVPD basis set", "gap_ev": 8.673, "e_tot_ev": -11712.947, "multiplicity": 1, "homo_ev": -7.93, "species": ["C", "C", "N", "N", "N", "N", "N", "O", "H", "H", "H", "H", "H", "H", "H", "H", "H"], "xyz": [[0.71377, -0.88251, 0.59225], [1.62877, -0.35781, 1.72719], [-0.76967, 2.12440, 0.38139], [-1.30699, -0.88555, -2.39688], [0.23614, 1.33786, 0.00525], [-1.46415, -0.66809, -1.08097], [-0.02203, 0.01728, -0.08693], [0.51249, -2.09523, 0.50305], [2.64360, -0.86992, 1.60346], [1.82351, 0.69901, 1.75502], [1.28961, -0.82014, 2.73662], [-1.60232, 2.10514, -0.22131], [-1.08792, 1.82654, 1.25774], [-1.34229, -0.07377, -2.95677], [-0.74754, -1.68919, -2.73298], [0.96364, 1.91767, -0.50748], [-1.46863, -1.68568, -0.57865]], "forces_ev_per_a": [[-0.5237, -0.4972, 1.8055], [1.3277, -2.4183, 0.6676], [-2.1348, 2.2223, -0.2514], [0.7370, -1.6236, 0.7870], [2.3420, 0.5435, -1.4340], [0.6512, -1.9016, 1.9704], [-0.2287, -1.1271, -1.7349], [0.2314, 0.3989, -0.4606], [-1.2504, 0.6366, -0.0757], [-0.3448, 0.3158, 0.1663], [0.1574, 1.0763, -1.7588], [0.5572, -0.1943, -0.1174], [-0.5373, -0.2742, 1.7376], [0.0328, 0.6962, -0.5665], [-0.2720, 1.0037, 0.3437], [-1.2489, -2.0647, 0.2125], [0.5039, 3.2077, -1.2913]]}


Largest force on an atom list, top to bottom, in eV/A: 1.66 2.87 3.05 3.49
ΔE to the lowest compared entry with this formula, charge and spin list, top to bottom, in kcal/mol: 16.5 66.5 175.3 151.3
LUMO list, top to bottom, in eV: -0.6 -0.9 0.8 0.7